C10H18F3MgNO5S2 | ωB97M-V/def2-TZVPD

Structure (XYZ):
```
40
Properties=species:S:1:pos:R:3:forces:R:3
Mg 0.54582 -0.57268 0.42717 0.02 1.46 -0.82
C 4.06468 0.21524 0.31823 -0.08 0.08 -0.03
C 2.99598 1.21477 0.77294 -0.16 -0.02 -0.04
C 3.30133 2.57056 0.12061 0.01 0.00 -0.02
C 3.04192 1.36790 2.29813 -0.02 -0.05 -0.12
O 1.72534 0.77262 0.38972 1.01 0.73 0.03
H 5.06508 0.53897 0.61890 -0.03 -0.07 -0.02
H 4.03625 0.12512 -0.77088 0.02 -0.02 0.04
H 3.86330 -0.76506 0.75065 0.05 -0.03 0.02
H 4.35323 2.83204 0.26021 -0.04 0.07 -0.02
H 2.69689 3.37063 0.55897 -0.01 -0.05 -0.01
H 3.09229 2.52287 -0.95187 0.04 -0.03 0.05
H 4.03791 1.65654 2.64373 -0.05 0.00 0.05
H 2.75845 0.42145 2.76396 0.08 0.01 0.04
H 2.32116 2.12710 2.61519 0.03 -0.02 0.00
N -2.36548 -0.04909 -0.48804 0.77 0.43 0.20
C -1.24388 0.41693 -0.21886 -0.97 -0.98 -0.40
H -3.16677 0.57807 -0.41471 0.01 0.03 -0.08
O -1.42058 1.97396 0.17109 -0.11 1.01 0.22
S -0.25334 3.02766 0.27776 -0.72 -0.29 -0.22
C -0.47852 3.98813 -1.25761 0.37 0.02 0.05
C -0.59262 5.44265 -0.82802 -0.07 -0.03 0.11
C -1.53052 5.44066 0.38122 0.03 -0.06 -0.09
C -1.07583 4.30608 1.29766 0.26 -0.01 0.01
H -1.40282 3.61117 -1.69256 -0.03 -0.07 0.03
H 0.35848 3.77924 -1.92364 -0.05 -0.02 0.04
H -0.98516 6.05548 -1.63863 0.05 0.01 -0.03
H 0.39068 5.83416 -0.55578 -0.02 0.02 0.00
H -2.55283 5.25469 0.04731 0.01 0.03 0.02
H -1.50950 6.39359 0.90750 -0.06 -0.01 0.02
H -1.88023 3.78866 1.81579 0.03 -0.02 0.02
H -0.33337 4.63123 2.02796 -0.01 0.00 -0.03
F 1.32062 -3.48122 3.50291 -0.08 0.00 0.05
C 1.42557 -3.35380 2.18721 0.14 0.17 -0.09
F 2.42943 -2.48750 1.92522 -0.10 -0.18 0.07
F 1.73737 -4.53030 1.66039 -0.02 -0.03 -0.04
S -0.11447 -2.66601 1.44243 -0.04 -1.71 1.02
O -0.19878 -1.35552 2.10431 -0.02 -0.23 -0.07
O -1.14688 -3.60491 1.70362 -0.04 0.06 -0.13
O 0.31361 -2.47518 0.04158 -0.19 -0.20 0.17
```
Positions in Å, forces in eV/Å.

Properties
Orbital gap: 8.9051 eV
LUMO energy: -0.018 eV
Total charge: 0

=====

C6H6 | ωB97M-V/def2-TZVPD

Structure (XYZ):
```
12
Properties=species:S:1:pos:R:3:forces:R:3
C 0.81347 1.16904 -0.65591 1.79 -0.46 1.11
C 0.08611 0.17503 0.60926 -0.32 0.59 -0.86
C -0.95972 0.37166 -0.30618 -2.21 -0.78 0.67
C -1.76493 0.48599 -1.22182 -0.31 -0.49 0.23
C 0.41149 -1.22657 0.96334 -0.09 -0.23 -0.64
C 0.42096 -2.39652 1.27602 0.02 0.85 -0.26
H 0.93268 0.81319 -1.68633 -0.50 -0.43 0.74
H 0.47230 2.22300 -0.64837 0.18 -0.97 0.54
H 1.66637 0.93945 -0.07340 2.23 1.22 -0.47
H 0.19285 0.81089 1.50301 -0.42 -0.05 -0.59
H -2.74359 0.08699 -1.33454 -0.53 0.24 -0.40
H 0.37942 -3.44210 1.52891 0.16 0.50 -0.06
```
Positions in Å, forces in eV/Å.

Properties
Orbital gap: 9.1486 eV
LUMO energy: 0.857 eV
Total charge: 0

=====

C45H135N9O18 | ωB97M-V/def2-TZVPD

Structure (XYZ):
```
207
Properties=species:S:1:pos:R:3:forces:R:3
C -7.19567 -22.06055 -14.63340 0.51 -0.58 -0.01
C -7.31668 -21.19546 -13.38315 1.39 -0.55 -0.51
C -5.94373 -20.93015 -12.67208 -1.88 0.17 0.55
O -6.27975 -20.16990 -11.50654 -0.60 -1.00 -0.24
C -5.19282 -19.99957 -10.63503 -0.45 0.58 -0.01
N -7.90392 -19.94837 -13.83563 0.43 0.51 0.28
H -8.18386 -22.20542 -15.06998 0.02 -0.10 0.04
H -6.72203 -23.02084 -14.42939 -0.32 -0.27 0.27
H -6.55411 -21.66771 -15.42218 0.01 0.62 0.04
H -7.99743 -21.73741 -12.72667 0.07 0.26 0.46
H -5.31485 -20.26920 -13.26854 0.35 -0.37 -0.53
H -5.46133 -21.85906 -12.36792 0.26 -0.07 -0.16
H -4.57379 -19.24072 -11.11363 0.78 -0.04 0.36
H -4.68614 -20.93598 -10.40153 0.20 -0.03 -0.16
H -5.61930 -19.60598 -9.71238 0.27 0.10 0.04
H -7.23250 -19.65695 -14.53162 -0.33 0.31 -0.88
H -7.71332 -19.24192 -13.13941 -0.37 0.13 0.45
C -3.34024 -24.59860 -6.91843 0.05 -0.53 0.21
C -3.25923 -23.11033 -6.87798 0.71 1.31 0.25
C -2.00911 -22.58026 -7.61726 0.50 0.53 0.92
O -0.84758 -23.06355 -6.94460 -0.51 -1.19 0.20
C 0.36783 -22.57667 -7.43839 -0.06 -0.32 -0.01
N -4.47406 -22.47838 -7.41275 0.67 -0.83 -0.63
H -2.40499 -25.05903 -6.59999 0.24 0.18 -0.44
H -3.60376 -24.88513 -7.93655 -0.07 -0.53 0.09
H -4.03137 -24.96296 -6.15837 -0.56 0.02 -0.38
H -3.15208 -22.82681 -5.83097 0.33 0.14 0.21
H -1.91632 -21.49750 -7.53283 -0.61 0.53 0.04
H -2.00210 -22.76042 -8.69225 -0.05 -0.64 -0.17
H 0.52761 -21.58167 -7.02300 0.13 0.46 -0.67
H 0.37213 -22.70157 -8.52121 0.13 0.78 -0.27
H 1.21733 -23.17413 -7.10750 -0.30 -0.32 0.41
H -5.26365 -22.99428 -7.05153 -0.31 0.30 0.34
H -4.55877 -21.51065 -7.13631 -0.07 0.09 0.03
C -13.51270 -19.08615 -7.20166 -0.44 0.82 0.09
C -13.79601 -17.63738 -6.70915 0.49 -1.89 0.87
C -13.99286 -17.70407 -5.15925 -1.39 -0.24 -0.55
O -15.14306 -18.52436 -4.79435 0.58 1.43 -2.46
C -15.27165 -18.71122 -3.45482 -0.24 -0.88 1.65
N -12.60675 -16.84624 -7.05652 -0.77 0.23 0.47
H -13.01069 -19.14875 -8.16714 -0.04 0.38 0.00
H -14.45756 -19.61990 -7.30395 0.22 -0.35 0.35
H -12.83340 -19.50403 -6.45867 -0.16 -0.53 -0.02
H -14.73424 -17.25201 -7.10827 0.26 0.24 -0.35
H -14.19259 -16.67153 -4.87277 0.06 0.15 0.58
H -13.14139 -18.10744 -4.61120 0.42 0.09 -0.24
H -14.56220 -19.48294 -3.15609 0.28 -0.08 0.58
H -16.26390 -19.08751 -3.20594 -0.14 -0.17 -0.37
H -15.17005 -17.84064 -2.80684 0.39 0.46 -0.21
H -12.70931 -15.90231 -6.71218 -0.22 0.49 -0.21
H -11.86226 -17.19659 -6.47079 0.56 -0.34 -0.03
C -9.05121 -24.33209 -17.36719 -1.53 2.67 0.01
C -9.48392 -24.90911 -16.01683 0.39 -0.04 -1.42
C -10.97816 -25.14099 -15.80733 -0.18 0.83 -1.34
O -11.82649 -23.96773 -15.92763 1.45 -0.18 1.20
C -11.61592 -22.93934 -14.87960 -0.83 -1.20 -1.28
N -8.87517 -26.21706 -16.09974 0.40 -1.47 1.47
H -9.24096 -24.96617 -18.23324 -0.18 -0.30 0.29
H -8.03111 -23.95757 -17.45217 0.26 -0.42 0.51
H -9.64558 -23.43012 -17.51303 -0.14 0.32 -0.47
H -9.15827 -24.31412 -15.16358 0.59 -0.09 -0.12
H -11.08287 -25.75189 -14.91070 -0.34 0.45 0.54
H -11.29149 -25.78996 -16.62511 -0.34 -0.01 -0.16
H -11.81707 -23.40871 -13.91663 0.35 0.24 0.22
H -12.40428 -22.21904 -15.09815 0.14 0.08 0.16
H -10.64272 -22.45458 -14.95710 0.05 -0.17 0.14
H -9.38927 -26.70114 -16.82187 -0.21 -0.40 -0.01
H -7.97307 -26.09418 -16.53701 0.36 -0.14 0.32
C -10.32246 -27.50778 -8.11577 0.11 -0.89 0.04
C -11.74234 -27.51398 -8.67937 0.26 1.70 -0.53
C -11.87549 -28.10326 -10.12701 -0.48 -0.48 0.14
O -11.24658 -27.40310 -11.19548 1.18 0.90 -0.60
C -11.17999 -28.06625 -12.47606 -0.35 -0.72 0.54
N -12.68512 -28.12695 -7.71409 0.48 -0.89 -0.85
H -9.89695 -28.51060 -8.15284 -0.12 -0.27 0.34
H -10.38674 -27.17666 -7.07927 0.19 -0.07 0.08
H -9.56089 -26.90632 -8.61214 -0.53 0.43 -0.35
H -12.02530 -26.46140 -8.66844 0.06 0.39 -0.86
H -12.91491 -28.10796 -10.45516 -0.43 -0.44 0.57
H -11.46566 -29.11286 -10.09809 -0.16 -0.31 0.04
H -10.35028 -28.77118 -12.52837 -0.11 -0.44 0.49
H -10.98494 -27.45972 -13.36047 -0.08 1.11 0.67
H -12.13564 -28.54193 -12.69643 0.04 -0.31 0.18
H -12.67368 -27.59051 -6.85841 0.13 0.07 0.07
H -13.62112 -28.04298 -8.08416 -0.21 -0.05 -0.04
C -11.37359 -16.25120 -3.32527 -1.29 -1.62 0.99
C -10.17484 -17.20846 -3.22513 -0.02 1.00 -0.04
C -10.06092 -18.35248 -4.19406 -0.88 0.21 -0.95
O -10.22073 -17.88413 -5.53805 0.21 -1.55 -0.30
C -9.86407 -18.93074 -6.50443 0.06 0.77 0.47
N -9.01543 -16.33408 -3.27467 0.67 -0.51 -0.02
H -12.21564 -16.76891 -2.86586 -0.32 -0.15 0.09
H -11.78209 -16.02237 -4.30958 0.78 0.33 -0.14
H -11.24299 -15.40121 -2.65552 0.36 0.20 -0.53
H -10.15983 -17.73986 -2.27355 -0.21 0.39 0.48
H -10.79482 -19.11860 -3.94396 -0.52 -0.13 -0.22
H -9.11061 -18.86850 -4.05721 0.46 0.23 -0.09
H -8.77769 -19.01895 -6.51313 0.09 -0.02 -0.14
H -10.22870 -18.65457 -7.49382 0.07 0.28 0.13
H -10.26945 -19.92000 -6.29205 -0.26 0.10 0.38
H -8.24836 -16.98379 -3.37261 0.80 0.26 0.12
H -9.05456 -15.86625 -4.16895 0.06 0.33 -0.22
C -11.38469 -23.06083 -8.53217 -0.25 0.30 0.44
C -11.03843 -21.88884 -9.47015 -1.18 -0.85 0.32
C -9.54898 -21.52797 -9.50903 -0.96 0.19 0.86
O -9.00418 -21.26105 -8.19057 0.19 -0.81 -0.62
C -7.59040 -21.06814 -8.26579 -0.48 1.01 0.17
N -11.60398 -22.12357 -10.84024 0.79 0.00 1.40
H -11.14530 -22.78035 -7.50643 0.38 -0.04 0.08
H -10.93860 -24.03357 -8.73922 0.45 0.15 -0.36
H -12.45529 -23.25365 -8.46337 -0.20 0.26 -0.43
H -11.60424 -21.03939 -9.08756 0.13 0.28 0.22
H -9.54880 -20.58598 -10.05744 0.75 -0.08 -0.54
H -9.05376 -22.37236 -9.98847 0.53 0.18 -0.20
H -7.22356 -20.69067 -7.31129 -0.20 -0.28 0.30
H -7.40546 -20.24348 -8.95413 0.17 -0.12 -0.41
H -6.98682 -21.93672 -8.52917 -0.29 -0.23 -0.21
H -11.18210 -22.98502 -11.15648 -0.03 -0.51 -0.31
H -11.20533 -21.40694 -11.42984 0.15 0.04 -0.26
C -15.86517 -22.79715 -8.15073 1.81 -0.09 1.00
C -15.46492 -24.00585 -7.19772 -1.56 2.02 -0.60
C -15.03143 -23.59487 -5.80242 0.23 -0.81 -0.28
O -13.73437 -23.08684 -5.94157 0.86 1.38 1.00
C -13.35063 -22.19573 -4.88517 0.35 -0.44 -0.33
N -16.71466 -24.71302 -7.11875 -0.61 -1.74 0.11
H -16.60180 -22.16507 -7.65479 0.11 0.07 0.34
H -16.36456 -23.12942 -9.06085 0.46 -0.21 -0.14
H -14.97107 -22.21646 -8.37760 -0.19 0.29 -0.39
H -14.66638 -24.62468 -7.60694 -0.11 -0.05 -0.24
H -14.96691 -24.46627 -5.15081 -0.17 -0.49 -0.02
H -15.75260 -22.95806 -5.29009 0.00 0.73 -0.28
H -12.27132 -22.04375 -4.89562 0.09 0.12 -0.74
H -13.46521 -22.60514 -3.88149 -0.75 -0.30 0.11
H -13.85870 -21.23656 -4.98514 -0.12 0.06 0.11
H -17.40071 -24.15283 -6.63332 0.01 0.17 0.39
H -17.05512 -24.67513 -8.06889 -0.37 -0.66 -0.09
C -14.11282 -27.16827 -14.32822 0.40 0.22 0.84
C -14.68999 -25.77348 -14.14426 -0.66 -0.20 0.30
C -14.10110 -25.06002 -12.91132 -0.55 -0.28 -0.12
O -14.41659 -25.85581 -11.78752 0.15 -0.63 -0.28
C -14.14617 -25.32059 -10.52450 -0.59 0.03 0.46
N -14.55732 -25.00107 -15.35377 0.30 0.57 -0.39
H -13.07318 -27.03914 -14.62918 0.18 -0.19 -0.11
H -14.62625 -27.76832 -15.07949 -0.13 0.11 0.05
H -14.12175 -27.66051 -13.35574 -0.07 -0.36 -0.14
H -15.76530 -25.85713 -13.98678 -0.13 -0.15 0.41
H -14.53806 -24.07439 -12.75099 -0.03 0.28 -0.36
H -13.02138 -24.95768 -13.02017 0.38 0.01 0.05
H -14.40627 -26.11047 -9.81985 0.35 -0.18 0.13
H -14.82733 -24.51272 -10.25716 -0.02 0.46 -0.30
H -13.12584 -24.97058 -10.36794 0.24 -0.10 -0.20
H -14.61117 -25.65581 -16.12092 -0.35 0.00 -0.33
H -13.61207 -24.65650 -15.44247 0.28 0.34 0.01
C -14.41299 -20.26466 -10.60852 0.15 -0.16 0.07
O -14.35526 -21.60424 -11.07470 -1.31 0.71 -0.21
H -14.30685 -19.49714 -11.37517 0.28 -0.10 -0.41
H -15.37606 -20.03169 -10.15429 -0.07 -0.43 0.24
H -13.61623 -20.12586 -9.87777 -0.08 0.28 0.12
H -13.42113 -21.81176 -11.15173 0.89 -0.48 0.17
C -9.13552 -21.55592 -3.94832 -1.08 1.05 0.46
O -8.88626 -22.90973 -4.02950 1.02 -1.32 -0.51
H -10.21894 -21.43691 -3.95944 -0.14 0.59 -0.06
H -8.75166 -21.09533 -3.03804 0.14 0.00 0.21
H -8.71908 -20.99873 -4.78750 0.10 -0.45 -0.18
H -9.32511 -23.38730 -3.32173 0.02 0.09 0.01
C -9.11442 -24.92772 -12.38635 -1.12 -0.29 0.44
O -10.21783 -24.98039 -11.42585 1.41 0.87 -1.34
H -9.24727 -25.56689 -13.25923 -0.44 -0.41 0.04
H -9.09710 -23.93026 -12.82553 0.42 0.24 0.52
H -8.19233 -25.28145 -11.92512 0.23 0.57 0.09
H -10.47186 -25.90388 -11.36062 -0.44 -0.52 0.37
C -11.23153 -17.01028 -10.22803 -0.26 0.03 -1.87
O -12.59992 -16.87930 -9.90590 0.58 0.02 -0.27
H -11.16502 -16.79948 -11.29539 -0.09 -0.02 -0.22
H -10.51345 -16.29170 -9.83295 -0.23 0.05 0.92
H -10.85848 -18.03316 -10.17672 0.11 -0.22 0.57
H -12.67354 -17.05439 -8.96487 -0.06 0.24 0.73
C -11.63366 -19.79436 -13.18647 1.59 -0.70 -0.21
O -10.44513 -20.51721 -12.72454 -1.28 0.07 0.01
H -12.48125 -20.47664 -13.12189 -0.04 0.16 0.44
H -11.72674 -18.88913 -12.58646 -0.40 0.00 -0.23
H -11.49774 -19.59771 -14.24993 -0.09 0.45 0.01
H -9.64001 -20.17539 -13.12020 0.21 0.48 -0.65
C -5.22849 -18.00813 -7.20397 -0.19 1.07 0.05
O -4.62096 -19.25460 -7.15374 0.40 -1.07 -0.02
H -6.17915 -18.08318 -6.67603 0.03 0.10 -0.07
H -4.60740 -17.24211 -6.73967 -0.05 0.10 0.36
H -5.39551 -17.64438 -8.21782 -0.26 -0.20 -0.28
H -3.72326 -19.18731 -7.48721 0.06 -0.01 -0.06
C -5.52113 -24.29421 -10.43781 -1.48 -1.41 -0.53
O -4.53138 -23.47403 -10.05826 2.46 1.33 -0.37
H -5.59441 -25.19964 -9.83536 -0.13 -0.24 0.34
H -6.48181 -23.77996 -10.41042 -0.50 -0.11 -0.21
H -5.31129 -24.66212 -11.44216 -0.19 0.16 -0.25
H -4.51953 -23.28612 -9.11690 -0.26 0.57 0.77
C -7.63832 -24.30203 -6.87198 -0.68 0.33 0.64
O -6.79465 -23.47546 -6.05001 -0.10 -0.69 -0.60
H -7.95413 -25.22346 -6.38277 0.51 -0.28 0.24
H -8.59090 -23.79752 -7.03376 0.09 0.28 -0.54
H -7.14578 -24.54940 -7.81236 0.09 0.22 0.09
H -7.35382 -23.05278 -5.39406 -0.20 -0.16 0.26
C -8.02724 -17.56297 -11.60284 1.06 1.30 0.64
O -8.88648 -17.20465 -12.64081 -0.74 -0.32 -0.86
H -8.16482 -16.84505 -10.79429 -0.39 -0.55 0.79
H -8.08577 -18.61472 -11.32267 -0.40 0.29 0.07
H -6.99598 -17.33464 -11.87205 0.45 -0.49 -0.32
H -8.79273 -16.25972 -12.78188 -0.09 -0.01 -0.09
```
Positions in Å, forces in eV/Å.

Properties
Orbital gap: 8.7571 eV
LUMO energy: 0.162 eV
Total charge: 0

=====

C4H8NS2 | ωB97M-V/def2-TZVPD

Structure (XYZ):
```
15
Properties=species:S:1:pos:R:3:forces:R:3
C -0.64894 -1.14283 0.24751 0.76 -2.42 1.64
C 0.51182 -1.94007 0.24735 -1.94 4.57 -1.15
C 1.98741 0.35107 0.22248 1.74 -0.09 -0.20
C -2.11005 0.76946 -0.47338 2.43 -0.81 1.08
N -0.76572 0.12003 -0.18060 0.55 0.44 -2.70
S 2.01115 -1.26601 -0.34891 0.35 2.44 0.47
S 3.24649 1.57790 0.07758 -0.66 -1.69 -0.28
H -1.55942 -1.46065 0.73222 0.01 -0.86 0.22
H 0.70023 -2.91232 0.48850 -0.40 -2.46 0.95
H 1.12518 0.74071 0.73977 -0.20 -0.42 0.24
H -2.20396 0.74872 -1.50218 -0.45 0.00 -2.18
H -2.85198 0.13957 -0.06135 -1.03 -0.09 0.78
H -2.05895 1.80042 -0.17260 -0.36 0.15 0.57
H -0.18590 0.05848 -1.05091 -0.40 1.41 0.74
H 2.80266 2.41551 1.03451 -0.40 -0.17 -0.17
```
Positions in Å, forces in eV/Å.

Properties
Orbital gap (spin up / spin down): 6.8727 / 6.8739 eV
LUMO energy (spin up / spin down): -5.750 / -5.749 eV
Total charge: +1

=====

Listing energy relative to the best compared isomer or geometry (same formula, charge and spin) for the structures above in their given order: 46.5, 160.5, 49.7, 50.8 kcal/mol.